DFT (ωB97M-V/def2-TZVPD) results for C16H24BiBr2Cl2N5O5P as an isolated structure at a distorted geometry.

Geometry as XYZ:
```
56
Properties=species:S:1:pos:R:3:forces:R:3
Bi 1.176 -0.027 0.947 0.12 0.54 0.03
Cl 5.335 -2.457 2.723 0.17 0.07 0.21
C 4.439 -2.872 1.327 -0.62 0.35 -0.28
C 4.830 -3.971 0.553 -0.19 -0.22 -0.37
C 4.123 -4.329 -0.570 0.16 0.31 0.44
Cl 4.636 -5.668 -1.514 0.10 -0.21 -0.13
C 2.970 -3.602 -0.948 -0.02 0.23 0.29
C 2.188 -3.883 -2.080 -0.30 0.22 0.04
C 1.062 -3.134 -2.329 0.19 -0.19 0.00
C 0.705 -2.117 -1.447 -0.19 -0.05 -0.21
N 1.439 -1.820 -0.395 -0.15 -0.16 -0.05
C 2.570 -2.511 -0.127 0.59 -0.78 -0.29
C 3.323 -2.108 0.999 0.55 -0.33 0.29
O 2.930 -1.069 1.711 -0.32 0.02 -0.20
H 5.694 -4.543 0.857 0.06 -0.01 -0.03
H 2.477 -4.692 -2.734 0.01 -0.03 -0.07
H 0.445 -3.313 -3.194 -0.06 -0.07 -0.08
H -0.183 -1.519 -1.585 0.01 0.03 -0.12
Br 3.100 2.037 2.293 0.21 0.20 0.42
C 3.221 0.985 3.917 0.20 0.10 0.02
Br 1.505 0.239 4.354 -0.09 -0.09 0.32
H 3.511 1.647 4.731 -0.01 -0.14 -0.23
H 3.922 0.171 3.743 -0.17 0.12 -0.01
C -3.267 0.976 1.948 -0.16 -0.22 0.17
N -2.017 1.224 1.254 -0.21 0.14 -1.03
C -1.223 2.256 1.909 0.15 0.07 0.10
P -1.834 1.055 -0.412 -0.77 -0.06 -0.08
O -0.513 0.392 -0.691 0.54 -0.06 0.05
N -1.931 2.532 -1.126 -0.10 -0.75 0.47
C -1.118 2.900 -2.267 0.21 -0.03 -0.21
C -2.928 3.504 -0.722 0.00 0.16 0.09
N -2.997 0.030 -1.014 0.35 0.73 0.55
C -3.012 -1.359 -0.609 0.08 -0.13 0.06
C -4.184 0.466 -1.712 -0.14 0.15 -0.12
H -3.806 1.907 2.152 0.01 -0.01 -0.01
H -3.052 0.490 2.905 -0.12 0.04 -0.07
H -3.910 0.325 1.363 -0.04 -0.08 0.00
H -1.847 3.110 2.192 0.04 -0.02 -0.08
H -0.436 2.610 1.244 0.02 0.05 0.12
H -0.783 1.850 2.824 0.08 0.09 0.03
H -0.454 2.076 -2.507 0.12 0.05 -0.09
H -0.520 3.787 -2.042 -0.01 -0.07 0.00
H -1.744 3.108 -3.138 -0.04 0.00 -0.01
H -3.586 3.075 0.030 -0.09 0.06 0.09
H -3.538 3.809 -1.576 -0.02 -0.05 0.01
H -2.452 4.398 -0.313 -0.02 0.00 0.02
H -2.141 -1.555 0.012 -0.01 -0.21 0.03
H -2.982 -2.009 -1.488 0.00 -0.02 0.06
H -3.915 -1.596 -0.036 0.05 -0.02 0.00
H -4.045 1.480 -2.073 -0.08 0.05 -0.09
H -5.073 0.431 -1.077 -0.05 0.01 0.05
H -4.355 -0.187 -2.570 -0.01 0.03 -0.04
O 1.303 2.401 -0.118 -0.92 0.96 1.09
N 2.059 1.918 -0.945 0.21 -0.48 -0.24
O 2.437 2.450 -1.926 0.49 0.70 -1.16
O 2.447 0.702 -0.698 0.22 -0.99 0.24
```
Positions in Å, forces in eV/Å.

Computed properties:
orbital gap	7.2177	eV
electronic energy	-214922.0801	eV
net charge	+1

These are the Mulliken partial charges, in e, on atoms 1 to 6: number 1, Bi, carries 1.159; number 2, Cl, carries -0.206; number 3, C, carries 0.394; number 4, C, carries -0.562; number 5, C, carries 0.703; number 6, Cl, carries -0.233